Record 1
Molecular formula: C5H6OS
Method: DFT, the ωB97M-V functional and the def2-TZVPD basis

As for the HOMO-LUMO gap (alpha / beta): 6.94 / 7.55 eV. The value obtained for the largest force on an atom is 5.34 eV/A. As for the energy above the lowest of the compared OMol25 structures with the same formula, charge and spin: 4.129 eV.

```
! wB97M-V def2-TZVPD RIJCOSX def2/J DEFGRID3
* xyz 0 1
C -0.0038 -1.8534 0.0550
C 1.7811 0.4132 -0.2001
C -1.0696 -0.8623 0.0910
C 0.5637 1.1309 0.2793
C -0.6731 0.5377 -0.4609
O 0.1153 -3.0002 0.1078
S 3.3633 0.8085 -0.0522
H -2.0423 -1.1252 -0.4638
H -1.3095 -0.8236 1.1455
H 0.5255 0.8892 1.3293
H 0.6202 2.1655 0.1211
H -0.4914 0.5064 -1.5339
H -1.3793 1.2132 -0.4181
*
```

Löwdin atomic charge list, values in e, 5 entries: C -0.187; C -0.585; C -0.162; C -0.284; C -0.197

Record 2
Molecular formula: C24H50N2O18Zr2
Method: DFT, the ωB97M-V functional and the def2-TZVPD basis

As for the HOMO-LUMO gap: 3.18 eV. The value obtained for the largest force on an atom is 6.58 eV/A.

```
! wB97M-V def2-TZVPD RIJCOSX def2/J DEFGRID3
* xyz 2 1
Zr -0.0471 -2.9525 2.0301
Zr 0.8733 -0.0918 5.1274
O 0.1964 -0.7226 3.0827
C -0.5809 0.1274 2.2389
C -0.3377 -0.1198 0.6855
O -0.0534 -1.4613 0.4258
H -1.6421 -0.0584 2.4176
H -0.3152 1.1699 2.4391
H 0.4433 0.5731 0.3708
H -1.3228 0.1571 0.3074
O -2.1317 -3.3911 1.7645
C -3.4674 -3.2261 2.0294
C -3.7671 -1.9186 2.8681
O -2.9861 -1.4888 3.8893
H -3.8502 -4.1016 2.5570
H -4.0671 -3.1559 1.1228
H -4.8248 -1.9044 3.1781
H -3.8164 -1.1365 2.0875
O -0.2210 -3.2522 4.2047
C -0.6915 -3.4825 5.4864
C -0.6933 -2.2475 6.4223
O -0.9827 -0.9831 5.8266
H -0.1811 -4.2715 6.0450
H -1.7414 -3.7873 5.4362
H 0.3545 -2.0913 6.7823
H -1.2816 -2.4871 7.3090
C -4.3338 -0.8666 -1.0253
N -4.3776 -1.2719 -2.4453
O -4.0770 -2.4215 -2.7281
O -4.6534 -0.4269 -3.2666
H -3.3558 -0.3907 -0.9074
H -4.3067 -1.7544 -0.4081
H -5.0412 -0.0836 -0.7765
C -3.3915 2.6743 1.4528
N -2.4044 3.7777 1.4563
O -1.2777 3.5193 1.0611
O -2.8299 4.8779 1.6732
H -2.8662 1.8131 1.0563
H -4.2133 2.9558 0.8012
H -3.7282 2.5395 2.4784
O -0.7889 0.2543 -4.3556
C 0.3288 -0.1939 -4.2640
O 1.3629 0.2524 -4.9414
C 1.2710 1.3068 -5.9029
C 0.3780 0.9150 -7.0790
C 0.6222 -1.3357 -3.2980
H 2.2696 1.3864 -6.3302
H 0.9969 2.2540 -5.4424
H -0.6183 0.6773 -6.7105
H 0.7465 0.0323 -7.6034
H 0.3056 1.6941 -7.8369
H -0.0309 -1.1127 -2.4524
H 1.6472 -1.3534 -2.9379
H 0.2441 -2.2615 -3.7267
O 1.8602 5.4655 0.8053
C 1.2150 5.7312 -0.1827
O 1.1017 4.9098 -1.2325
C 1.5306 3.5641 -1.0780
C 1.6491 2.9922 -2.4843
C 0.4638 7.0273 -0.3562
H 0.7723 3.0159 -0.5121
H 2.4904 3.5499 -0.5592
H 0.6589 2.6718 -2.8259
H 2.2035 2.0573 -2.6055
H 2.0397 3.7071 -3.2050
H 0.3854 7.2061 -1.4303
H 1.0403 7.8489 0.0558
H -0.5435 6.9141 0.0379
O 0.3343 -4.1429 0.0936
C 0.5655 -4.6925 -0.9830
O 1.6169 -4.3700 -1.6854
C 2.6337 -3.5303 -1.1184
C 3.7639 -3.4010 -2.0840
C -0.3109 -5.7456 -1.5557
H 2.9452 -3.9153 -0.1383
H 2.1581 -2.5817 -0.8428
H 4.4985 -2.6535 -1.7850
H 3.2956 -3.1205 -3.0280
H 4.3608 -4.3107 -2.1391
H -1.3270 -5.3705 -1.4578
H -0.1452 -6.6601 -0.9816
H 0.0135 -6.0041 -2.5603
O 2.0948 1.2425 3.6803
C 2.2277 2.1399 2.8124
O 2.8862 2.0047 1.7290
C 3.4712 0.7061 1.4150
C 3.4650 0.3951 -0.0633
C 1.5890 3.4983 3.0139
H 2.8525 -0.0361 1.9253
H 4.4503 0.5757 1.8727
H 4.2096 -0.3994 -0.1947
H 3.8900 1.1170 -0.7608
H 2.5102 0.0034 -0.4082
H 0.7294 3.4998 2.3409
H 2.3478 4.2378 2.7689
H 1.2632 3.6989 4.0317
*
```

Löwdin atomic charge list, values in e, 5 entries: Zr 2.096; Zr 1.982; O -0.509; C -0.265; C -0.269

Record 3
Molecular formula: C6H21NO3
Method: DFT, the ωB97M-V functional and the def2-TZVPD basis

As for the HOMO-LUMO gap: 9.14 eV. The SMILES is CCN(C)C(C)C.O.O.O. The value obtained for the largest force on an atom is 1.89 eV/A. As for the energy above the lowest of the compared OMol25 structures with the same formula, charge and spin: 1.134 eV.

```
! wB97M-V def2-TZVPD RIJCOSX def2/J DEFGRID3
* xyz 0 1
C -1.8112 -0.5808 2.3627
C -0.8570 -1.5140 1.5722
N -0.1350 -0.9741 0.4201
C 0.8173 0.0373 0.8164
C -1.0464 -0.6576 -0.6900
C -1.5770 0.8185 -0.7651
C -0.2938 -0.9149 -1.9942
H -2.6369 -1.1628 2.7736
H -1.2564 -0.2993 3.2600
H -2.1422 0.2646 1.7760
H -0.1367 -1.9674 2.2610
H -1.3898 -2.4085 1.2722
H 0.9711 -0.0369 1.9011
H 1.7898 -0.0030 0.3235
H 0.4690 1.0689 0.7753
H -1.9221 -1.2961 -0.5921
H -0.7403 1.5095 -0.6669
H -1.8892 0.9986 -1.7932
H -2.4136 0.9825 -0.0977
H 0.7094 -0.4897 -1.9130
H -0.1885 -1.9922 -2.1054
H -0.7113 -0.5193 -2.9190
O 2.9399 -2.0821 -1.0239
H 2.9815 -1.2253 -1.4681
H 2.1925 -1.9501 -0.4206
O 1.0795 2.1561 -2.9008
H 0.1575 2.3621 -3.0808
H 1.5338 3.0005 -2.8132
O 2.1550 2.4412 1.9149
H 1.3459 2.9271 1.7476
H 2.0054 1.5073 2.0674
*
```

Löwdin atomic charge list, values in e, 5 entries: C -0.063; C -0.253; N -0.185; C -0.114; C -0.384

Record 4
Molecular formula: C35H35F6N6O5P2S2Tc
Method: DFT, the ωB97M-V functional and the def2-TZVPD basis

As for the HOMO-LUMO gap (alpha / beta): 4.91 / 5.16 eV. The value obtained for the largest force on an atom is 1.66 eV/A.

```
! wB97M-V def2-TZVPD RIJCOSX def2/J DEFGRID3
* xyz 2 3
Tc -0.0305 0.3020 0.1780
O -0.2680 2.0171 2.4513
C -0.7191 2.0317 1.3643
C -1.7210 2.9284 0.8216
C -2.3255 3.8586 1.6765
C -3.2479 4.7488 1.1664
C -3.5692 4.7187 -0.1867
C -2.9930 3.7769 -1.0293
C -2.0707 2.8764 -0.5235
P -1.2839 1.6065 -1.5593
C -2.6743 0.9190 -2.4906
C -3.3968 -0.1641 -1.9939
C -4.5223 -0.6084 -2.6657
C -4.9398 0.0281 -3.8255
C -4.2340 1.1199 -4.3116
C -3.0993 1.5656 -3.6542
C -0.2395 2.5472 -2.6828
C -0.0040 2.1057 -3.9845
C 0.8014 2.8549 -4.8238
C 1.4037 4.0146 -4.3546
C 1.1851 4.4454 -3.0532
C 0.3652 3.7154 -2.2118
H -2.0645 3.8658 2.7264
H -3.7194 5.4704 1.8190
H -4.2777 5.4323 -0.5852
H -3.2710 3.7460 -2.0740
H -3.0774 -0.6556 -1.0857
H -5.0731 -1.4581 -2.2860
H -5.8135 -0.3269 -4.3548
H -4.5581 1.6271 -5.2102
H -2.5514 2.4075 -4.0536
H -0.4453 1.1787 -4.3271
H 0.9708 2.5308 -5.8416
H 2.0570 4.5814 -5.0042
H 1.6626 5.3452 -2.6901
H 0.1879 4.0495 -1.1966
O -3.5105 0.0999 1.4646
C -2.6042 -0.6647 1.6279
O -1.4313 -0.4486 0.9680
C -2.6195 -1.8705 2.4838
C -3.7123 -2.1221 3.3125
C -3.7358 -3.2653 4.0926
C -2.6706 -4.1548 4.0714
C -1.5889 -3.8841 3.2484
C -1.5578 -2.7648 2.4413
N -0.4261 -4.7739 3.2387
O -0.5553 -5.8885 3.6776
O 0.6110 -4.3129 2.7737
H -4.5295 -1.4133 3.3329
H -4.5887 -3.4724 4.7230
H -2.6619 -5.0475 4.6815
H -0.7320 -2.6176 1.7627
S -0.6411 -1.6284 -1.8742
C 0.6268 -2.7387 -1.9358
N 1.2330 -3.0814 -3.0496
C 2.3937 -3.9630 -2.9652
C 2.3723 -4.5971 -1.5711
S 1.2168 -3.6030 -0.5630
H 1.0148 -2.6000 -3.9109
H 3.2993 -3.3753 -3.1256
H 2.3302 -4.7253 -3.7399
H 3.3458 -4.5826 -1.0901
H 1.9864 -5.6132 -1.5857
F 1.5427 0.8261 -0.7675
P 3.1031 0.4469 -2.2737
F 4.1987 0.1622 -3.3206
F 1.8366 0.1463 -3.1760
F 4.0270 0.7657 -1.0357
F 2.9154 1.9763 -2.5221
F 2.9841 -1.0555 -1.7320
C 2.5782 1.1534 1.9148
N 1.7421 -0.1013 1.8438
C 1.2765 -0.3903 3.2528
N 2.3918 -0.5083 4.1578
C 3.1692 0.7302 4.1702
N 3.6825 1.0067 2.8270
C 4.5382 -0.1014 2.3966
N 3.7645 -1.3420 2.3944
C 2.6586 -1.2382 1.4760
C 3.2602 -1.6125 3.7407
H 1.9484 1.9682 2.2644
H 2.9631 1.3893 0.9276
H 0.7322 -1.3341 3.2503
H 0.6312 0.4164 3.5865
H 4.0002 0.6271 4.8665
H 2.5373 1.5605 4.4914
H 5.3775 -0.2002 3.0836
H 4.9138 0.1020 1.3932
H 2.0834 -2.1629 1.5127
H 3.0498 -1.0761 0.4781
H 4.0933 -1.7065 4.4358
H 2.6921 -2.5418 3.7302
*
```

Löwdin atomic charge list, values in e, 5 entries: Tc 1.477; O 0.134; C -0.282; C -0.220; C 0.027

Record 5
Molecular formula: C21H30ClN2O7
Method: DFT, the ωB97M-V functional and the def2-TZVPD basis

As for the HOMO-LUMO gap: 7.92 eV. The value obtained for the largest force on an atom is 2.14 eV/A.

```
! wB97M-V def2-TZVPD RIJCOSX def2/J DEFGRID3
* xyz 1 1
C 2.1360 1.6106 1.5064
C 1.8946 0.1693 1.0810
C 1.4070 -0.8033 2.1653
N 2.0558 -0.2158 -0.1307
O 1.3141 -1.4135 -0.3987
C 0.2072 -1.0937 -1.1370
O 0.1387 -1.4001 -2.2759
C -0.9334 -0.3580 -0.4339
C -1.9304 -0.9542 0.3707
C -2.9029 -0.1309 0.9822
C -3.9285 -0.8354 1.8760
N -2.9313 1.2000 0.8255
C -3.8976 2.1090 1.4733
C -5.3642 1.8735 1.1010
C -6.2074 2.8772 1.9357
Cl -5.7089 2.1925 -0.6310
C -1.9779 1.7853 0.0464
C -0.9843 1.0659 -0.5932
O -0.0128 1.6258 -1.3440
H 1.9176 2.2505 0.6460
H 3.1716 1.7951 1.8093
H 1.4445 1.8010 2.3346
H 0.3039 -0.8121 2.0994
H 1.6613 -0.4583 3.1704
H 1.7312 -1.8285 1.9799
H -1.9171 -2.0402 0.5187
H -3.5484 -1.8238 2.1405
H -4.1010 -0.2333 2.7748
H -4.8452 -0.9156 1.2785
H -3.6549 3.1295 1.1573
H -3.7517 2.0633 2.5600
H -5.7472 0.8852 1.3515
H -6.0318 3.9137 1.6318
H -7.2671 2.6223 1.8632
H -5.9235 2.7870 2.9962
H -2.0022 2.8648 -0.0688
H -0.3851 2.1626 -2.0541
O -1.1194 -3.6295 -0.5366
C -0.6196 -4.5545 -1.1276
O -1.2249 -5.7469 -1.2438
C -0.3460 -6.6821 -1.9018
C 0.6371 -5.8213 -2.6736
C 0.7396 -4.5853 -1.7875
H 0.1421 -7.2922 -1.1392
H -0.9300 -7.3314 -2.5495
H 1.5888 -6.3156 -2.8577
H 0.2103 -5.5451 -3.6394
H 1.5029 -4.6958 -1.0148
H 0.9135 -3.6812 -2.3623
O 6.1182 4.0505 1.3950
C 5.7182 3.6131 0.3593
O 4.4976 3.0245 0.2258
C 4.3521 2.5029 -1.1095
C 5.3390 3.2915 -1.9546
C 6.4588 3.5760 -0.9592
H 4.5791 1.4346 -1.0917
H 3.3233 2.6369 -1.4397
H 5.6634 2.7569 -2.8455
H 4.8852 4.2319 -2.2738
H 7.1924 2.7691 -0.9274
H 6.9494 4.5254 -1.1534
*
```

Löwdin atomic charge list, values in e, 5 entries: C -0.010; C -0.330; C -0.006; N 0.137; O -0.037